23
Properties=species:S:1:pos:R:3:forces:R:3:mulliken_spin:R:1 method="wB97M-V/def2-TZVPD" total_charge=0 e_tot_ha=-1555.5797 homo_energy_ev="-5.9173 / -8.7438" s2=2.042 spin_multiplicity=3 gap_ev="6.214 / 6.613"
C -1.0200 0.3006 2.6552 -0.7000 0.0210 2.0484 0.16
C -1.5540 0.4804 1.4252 1.0800 -0.5729 -3.5358 -0.08
C 0.1733 -0.3881 2.8190 -1.7584 -0.4746 1.1472 -0.08
C -0.8941 -0.0588 0.2653 -1.0022 -1.0919 -0.0520 0.21
C 0.7909 -0.9172 1.7397 0.3666 1.0914 -1.1955 0.15
C 0.4020 -0.6925 0.3851 -0.5161 -0.0309 -0.8618 -0.07
C 1.6560 2.3199 1.1896 -0.7748 0.4542 -0.4848 0.00
C 3.4845 1.0657 -0.4159 1.4209 0.7173 0.9114 0.00
C 2.2344 1.1331 -1.1462 -1.2349 3.0070 0.1800 0.77
C 1.2665 -0.9537 -0.8096 -3.3784 -2.7673 2.0255 0.67
O 1.1409 2.9172 2.0901 -0.1214 -0.2000 -0.5089 0.01
S 3.1790 1.5024 1.3907 0.8135 -0.6930 -1.3077 0.02
S 0.9265 2.2112 -0.5315 2.4529 -0.3532 0.2788 0.13
I 2.8655 -2.2420 -0.5017 -0.1544 -0.3999 -0.3432 0.07
H -1.6481 0.5116 3.5418 0.6716 0.3989 -0.5367 0.01
H -2.3925 1.1108 1.2183 -0.7947 -0.1536 0.2631 0.00
H 0.4219 -0.6897 3.8439 0.4228 0.2835 -0.5490 0.00
H -1.5222 -0.2155 -0.6991 1.4743 0.9768 1.4890 0.00
H 1.6757 -1.3758 2.0065 1.8951 -1.2886 -0.1988 0.02
H 4.0369 0.0861 -0.5084 -0.6979 1.2433 0.2669 0.02
H 4.1347 1.8666 -0.8456 0.0250 -0.4024 0.5741 0.06
H 2.2403 0.9575 -2.1947 -0.1702 -0.2090 -0.6403 -0.02
H 0.7690 -1.0704 -1.8085 0.6809 0.4439 1.0301 -0.03